174
Properties=species:S:1:pos:R:3:lowdin_charge:R:1 method="wB97M-V/def2-TZVPD" homo_lumo_gap_ev=8.639 e_tot_ha=-4840.0504
H -5.22 -5.60 4.68 0.058
H 4.60 1.76 -1.36 0.096
F 3.29 -2.39 -0.95 0.158
C 7.65 -1.61 -3.76 -0.055
H -8.94 -7.34 3.09 0.077
H 7.90 1.38 6.76 0.081
S 3.28 3.70 -1.80 0.799
C -2.01 5.40 -0.30 -0.422
H -0.41 5.85 0.72 0.089
H 0.35 -8.39 2.94 0.133
C -7.72 4.15 1.16 -0.066
H -6.28 -3.00 2.16 0.076
H 2.97 3.08 2.73 0.086
C -5.65 4.83 2.41 -0.061
O -0.30 3.21 -2.73 -0.125
C 1.44 -1.11 2.55 -0.384
H 9.52 2.86 -8.45 0.080
H -2.72 1.67 -1.68 0.034
H 2.84 -8.09 2.74 0.078
H -7.61 4.97 0.44 0.083
H 12.63 0.71 -8.38 0.078
H 8.26 2.64 4.52 0.082
S 0.40 -4.13 -1.07 0.976
H -5.44 3.96 -0.02 0.076
H -7.93 -9.95 5.63 0.079
H 6.27 1.26 4.93 0.080
O 2.73 -3.19 2.61 0.098
C -7.10 -9.47 5.10 -0.062
C 0.84 -0.93 -1.10 -0.132
O 4.66 3.94 0.76 0.075
H 8.38 -0.28 -5.86 0.061
O 4.75 1.68 1.23 0.019
C 3.64 1.18 1.98 -0.346
H 2.68 1.72 3.82 0.087
H -10.72 3.08 -0.49 0.072
F 3.46 -1.08 -2.69 0.126
O 0.57 -3.07 -2.34 -0.264
C -2.84 6.59 0.16 -0.051
H -12.95 5.77 0.93 0.080
H 6.93 -2.18 -3.18 0.078
H -6.85 -4.42 3.06 0.075
C 6.99 -0.46 -4.51 -0.495
H 8.48 1.70 3.05 0.079
H 10.37 0.66 -9.37 0.136
H -0.78 2.53 0.89 0.021
H -3.05 -1.01 1.31 -0.003
H -3.65 6.81 -0.54 0.083
C -11.56 3.76 -0.38 -0.059
H -0.91 3.88 -5.97 0.083
H -4.68 4.49 2.77 0.081
H -3.37 0.69 1.49 0.033
H -12.77 6.23 -0.76 0.081
H 0.66 3.36 -2.78 0.052
H -2.64 4.51 -0.35 0.138
H 1.17 -1.34 -3.14 0.160
C 8.06 0.50 4.79 -0.492
H -6.10 -8.10 3.15 0.091
O -5.56 3.23 0.60 -0.057
O 6.66 0.47 4.54 -0.062
C 0.77 -7.59 2.33 -0.493
H -6.23 5.19 3.26 0.080
H -7.81 -7.46 5.29 0.138
H -1.98 3.72 -3.70 0.153
O -6.39 -7.52 3.86 -0.068
H -5.48 5.67 1.73 0.068
O -1.00 5.09 0.65 -0.040
H -1.02 5.77 -2.71 -0.164
H 0.74 0.05 -1.53 0.101
C -1.78 1.15 -1.69 -0.148
H -12.07 3.81 -1.35 0.081
H -8.36 -8.96 2.68 0.081
C -0.42 3.38 -5.14 -0.044
H 5.15 -1.52 -4.92 0.066
C -11.08 5.14 0.03 -0.505
H -6.75 -10.16 4.32 0.081
H 0.41 5.62 -3.72 0.113
H 5.11 -0.13 2.66 0.130
O -3.73 -3.14 2.92 -0.071
O 10.31 -0.31 -7.60 -0.060
H 0.66 3.53 -5.23 0.081
C -7.51 -8.14 4.49 -0.494
H -8.22 3.34 0.63 0.079
H 0.62 1.62 0.42 0.015
H -0.80 4.79 -1.98 0.088
H -9.53 -8.75 3.99 0.079
H -5.67 -4.60 1.75 0.081
C -5.98 -3.96 2.58 -0.060
H 7.88 -0.38 6.76 0.079
H -8.37 4.49 1.97 0.078
S -0.15 -1.89 2.32 1.027
C 5.92 -0.97 -5.46 -0.055
H -12.26 3.34 0.35 0.081
C -4.84 -3.78 3.56 -0.487
H -10.54 5.07 0.97 0.120
O -0.10 -6.47 2.51 -0.058
H -10.59 5.72 -1.76 0.083
H 10.43 -0.11 -6.67 0.076
C 4.04 -0.14 2.55 -0.108
C -0.66 5.41 -3.67 -0.116
H -0.99 1.85 -1.93 -0.010
H 2.76 1.09 1.36 0.112
H -6.49 2.86 2.35 0.138
C 1.31 -1.86 -2.22 -0.223
Si -1.41 0.34 -0.03 0.563
H -1.16 5.97 -4.46 0.111
O -10.14 5.64 -0.92 -0.058
H 0.26 -5.74 2.00 0.069
C 2.80 -2.15 -2.18 -0.561
C 8.33 0.50 6.29 -0.062
C 2.66 -1.98 2.31 -0.471
C 2.17 -7.24 2.83 -0.056
H 1.16 -7.20 0.24 0.057
H -6.28 -9.34 5.80 0.080
H 1.60 -0.83 -0.34 0.106
C -0.36 -2.35 0.59 -0.614
H 4.29 2.36 3.58 0.089
H 8.46 -0.41 4.35 0.139
O 1.51 -5.03 -1.14 -0.357
C 3.35 2.15 3.10 0.005
H -0.62 2.31 -5.21 0.078
H 12.04 1.66 -7.02 0.082
H -1.14 -1.74 -1.24 0.110
C 0.79 -8.02 0.87 -0.058
H 1.55 -0.18 2.02 0.043
H -4.05 -5.79 3.38 0.082
H 9.76 1.74 4.27 0.080
H -3.79 -0.13 0.02 0.031
C -3.04 -0.07 0.79 -0.144
H -11.87 7.10 0.49 0.079
H -3.58 -4.96 4.86 0.082
H -0.20 1.29 1.94 0.021
C -8.66 -8.31 3.51 -0.062
H 3.06 3.05 -2.94 -0.142
C -1.38 5.65 -1.67 -0.164
H 1.42 -0.88 3.59 0.091
C -6.36 3.71 1.67 -0.491
H 1.43 -8.89 0.72 0.079
H 9.40 0.49 6.50 0.080
C 11.89 1.45 -8.08 -0.063
C -12.24 6.12 0.19 -0.062
C -0.51 -1.28 -0.50 -0.318
H 3.61 -0.23 3.52 0.126
H 12.06 2.37 -8.64 0.079
C 10.49 0.91 -8.32 -0.492
C -0.91 3.91 -3.80 -0.437
H -3.44 -3.72 2.21 0.075
O 7.97 0.30 -5.21 -0.064
H -2.15 5.85 -2.42 0.145
H -2.22 7.48 0.27 0.083
H 2.58 -6.41 2.26 0.081
H 6.55 0.23 -3.79 0.131
C -0.34 1.54 0.90 -0.136
H 5.45 -0.13 -5.98 0.079
F 3.11 -3.21 -2.97 0.151
O 3.69 -1.29 1.76 0.010
H -1.23 -2.97 0.65 0.086
H 6.35 -1.62 -6.21 0.084
H -5.14 -3.11 4.36 0.137
C 4.43 2.74 0.44 -0.496
C 8.68 1.72 4.12 -0.059
O 0.75 -3.22 0.24 -0.354
H 8.42 1.51 -8.09 0.079
H -0.22 -8.26 0.53 0.077
H -3.27 6.37 1.14 0.062
H 3.05 1.59 -0.65 0.065
C 9.42 1.92 -7.91 -0.064
H 9.50 2.13 -6.84 0.079
H -1.80 0.42 -2.48 0.035
H 8.14 -2.29 -4.47 0.083
C 3.83 2.29 -0.83 -0.452
H -0.71 6.51 -1.62 0.159
H 2.13 -6.94 3.88 0.079
C -4.41 -5.11 4.16 -0.060
H 8.42 -1.23 -3.08 0.079

17
Properties=species:S:1:pos:R:3:lowdin_charge:R:1 method="wB97M-V/def2-TZVPD" smiles="CC(N)=O.CC" homo_lumo_gap_ev=10.510 e_tot_ha=-288.9727 relative_energy_kcal_mol=27.8
C -0.73 0.73 0.73 -0.545
H -1.07 1.71 2.46 0.085
H 2.63 -1.53 -2.16 0.054
H -0.33 2.92 0.47 0.094
H 0.29 -2.32 -0.61 0.052
H 2.18 -0.46 -0.83 0.022
H 2.54 -2.08 -0.59 0.055
O -0.54 -0.34 0.19 0.016
H 0.56 -2.38 -2.54 0.067
C 0.54 -1.86 -1.57 -0.158
C -0.89 2.06 0.00 -0.012
H -1.94 2.40 -0.03 0.088
H -0.52 2.06 -1.02 0.076
H -0.54 0.15 2.76 0.102
H -0.11 -0.99 -1.43 0.021
N -0.70 0.87 2.09 0.152
C 2.01 -1.39 -1.26 -0.170

81
Properties=species:S:1:pos:R:3:lowdin_charge:R:1 method="wB97M-V/def2-TZVPD" homo_lumo_gap_ev=9.432 e_tot_ha=-5953.5585
C 19.88 1.96 3.05 -0.201
H 21.90 -3.86 3.69 0.041
H 17.12 3.90 4.63 0.056
H 19.40 3.81 2.35 0.082
H 17.03 -1.53 5.21 0.148
C 19.02 3.67 1.34 -0.264
H 19.89 2.99 5.42 0.121
H 16.92 -2.32 8.82 0.120
H 19.95 2.89 3.62 0.105
Cl 14.84 3.99 3.95 0.545
H 17.08 4.67 1.17 0.105
H 19.86 2.51 8.37 0.116
H 16.88 0.38 0.96 0.020
H 19.94 3.75 0.76 0.074
H 19.54 0.04 6.99 -0.018
H 21.32 3.21 1.78 0.091
C 20.01 2.24 6.20 -0.177
C 18.31 0.28 3.61 -0.287
C 19.62 -0.03 4.41 -0.288
C 21.69 4.23 1.63 -0.278
C 19.92 -0.82 7.53 -0.841
Cl 25.10 -0.16 5.31 0.590
C 16.58 -0.65 0.75 -0.935
H 20.82 0.12 2.72 0.048
H 19.11 -1.40 7.98 0.023
H 21.01 5.00 1.98 0.130
H 19.80 -1.10 4.56 -0.036
H 18.80 4.25 7.93 0.078
H 21.59 0.92 4.09 -0.033
H 19.54 0.42 5.40 0.016
O 17.84 -1.82 7.07 -0.237
Cl 16.48 1.70 4.33 0.855
H 17.07 0.78 7.25 0.109
Cl 17.59 -1.60 1.82 0.645
H 16.87 3.50 2.90 0.002
H 23.06 3.55 0.09 0.131
H 16.79 -0.85 -0.30 0.045
H 22.94 -1.19 5.38 -0.104
H 18.02 1.72 6.45 0.074
O 18.64 6.11 1.34 -0.068
H 18.33 -0.46 5.63 0.041
C 16.49 0.07 6.66 -0.202
H 20.11 2.19 2.00 0.083
H 19.35 6.45 0.80 0.086
H 15.85 0.67 6.01 0.030
C 21.45 -2.91 3.98 -0.812
H 21.38 -2.89 5.06 -0.157
H 21.30 3.21 7.63 0.116
H 23.42 -0.58 7.01 0.008
C 22.18 4.19 0.21 -0.250
H 14.78 -1.10 7.14 0.100
O 22.85 4.44 2.37 -0.037
H 23.10 5.37 2.32 0.085
O 22.53 5.43 -0.31 -0.052
C 20.64 0.72 3.61 -0.265
C 17.43 -0.93 6.03 -0.228
C 16.64 -2.08 7.79 -0.136
Cl 20.75 -1.97 6.39 0.730
H 18.11 5.11 -0.21 0.120
H 17.52 0.06 4.33 -0.009
H 15.22 -0.28 8.46 0.106
Cl 21.06 -0.41 8.80 0.571
H 18.16 -0.33 2.71 -0.103
C 18.10 4.91 0.86 -0.187
H 17.74 2.26 1.73 0.050
Cl 22.51 0.98 5.79 0.720
C 23.53 -0.46 5.93 -1.052
Cl 14.87 -0.95 1.06 0.538
O 19.56 4.27 7.35 -0.069
O 18.50 1.73 3.29 -0.348
O 18.88 1.28 6.44 -0.241
H 20.77 1.60 5.75 -0.044
O 18.42 2.43 1.07 -0.085
C 15.70 -0.81 7.64 -0.116
C 20.25 2.99 7.48 -0.204
Cl 22.36 -1.40 3.30 0.641
H 21.47 3.86 -0.55 0.122
Cl 19.77 -2.89 3.32 0.576
H 16.15 -2.93 7.32 0.117
C 16.49 3.38 3.92 -0.922
H 22.71 6.10 0.35 0.078

19
Properties=species:S:1:pos:R:3:lowdin_charge:R:1 method="wB97M-V/def2-TZVPD" smiles=OCCCCO.O homo_lumo_gap_ev=10.751 e_tot_ha=-385.2839 relative_energy_kcal_mol=23.8
H 0.47 -1.10 -0.56 0.113
H 1.16 1.01 -5.45 0.027
H 1.03 -0.56 -5.49 0.024
C 1.02 -0.89 1.64 -0.246
O -0.57 1.82 1.52 -0.108
H -0.05 1.55 -0.41 0.115
O 0.37 -1.49 2.78 -0.089
H -1.74 1.85 -0.11 0.113
H 2.05 -1.25 1.54 0.108
C -1.15 -0.23 0.44 -0.190
H 0.26 -0.76 3.42 0.095
H -1.68 -0.40 1.40 0.117
C -0.88 1.25 0.23 -0.231
H 1.03 0.21 1.77 0.102
H -0.37 2.75 1.52 0.068
H -0.29 -2.20 0.59 0.111
C 0.07 -1.17 0.47 -0.192
O 1.08 0.21 -4.93 -0.052
H -1.82 -0.61 -0.35 0.114

7
Properties=species:S:1:pos:R:3:lowdin_charge:R:1 method="wB97M-V/def2-TZVPD" smiles="C#N.C=O" homo_lumo_gap_ev=10.311 e_tot_ha=-207.9243 relative_energy_kcal_mol=46.0
O -0.89 -1.23 -1.17 -0.029
N 0.90 0.59 0.33 0.069
H -0.90 -0.62 0.67 0.071
C -0.38 -1.28 -0.09 -0.260
H 0.19 2.60 -0.16 0.060
H 0.61 -1.71 0.21 0.081
C 0.49 1.66 0.21 0.009

22
Properties=species:S:1:pos:R:3:lowdin_charge:R:1 method="wB97M-V/def2-TZVPD" total_charge=+1 homo_lumo_gap_ev=9.028 e_tot_ha=-308.7703 relative_energy_kcal_mol=14.0
H -0.87 0.64 0.04 0.089
H 1.54 -1.20 2.03 0.103
H 1.31 -2.69 0.29 0.095
H -2.10 -0.84 1.72 0.071
H -0.18 0.63 -2.18 0.125
H -0.82 2.34 0.14 0.168
C 0.59 -2.00 -0.16 -0.029
H -2.03 -1.37 -0.06 0.065
C 1.41 1.77 -1.20 -0.068
H 1.52 2.74 -0.70 0.089
H -0.33 2.40 -2.31 0.127
H 1.72 1.01 -0.48 0.069
H -0.05 -2.58 -0.81 0.090
H 1.15 -1.27 -0.76 0.070
H 2.06 1.77 -2.07 0.096
C -1.52 -1.10 0.85 -0.020
C -0.02 1.58 -1.67 -0.193
N -0.96 1.55 -0.49 0.162
H 0.20 -0.43 2.76 0.106
C -0.18 -1.33 0.92 -0.499
N 0.56 -1.02 2.03 0.120
H -1.93 1.58 -0.80 0.165

70
Properties=species:S:1:pos:R:3:lowdin_charge:R:1 method="wB97M-V/def2-TZVPD" total_charge=-2 homo_lumo_gap_ev=2.627 e_tot_ha=-1387.2600 relative_energy_kcal_mol=74.6
H -5.68 1.95 -0.75 0.066
H -2.18 -2.74 -7.14 0.069
H -2.24 4.00 5.72 0.058
H 3.61 -4.28 1.58 0.066
H -0.53 -2.55 4.25 0.094
H 2.87 -4.30 -2.62 0.073
C 3.56 1.16 3.90 -0.141
H 4.18 1.57 -0.47 0.073
H -2.47 1.39 -5.02 0.068
C -0.34 -0.04 -0.19 -0.455
H 2.68 0.93 3.30 0.082
H -3.79 0.08 -1.51 0.063
O -0.32 6.55 0.07 -0.114
H -0.85 0.12 -3.85 0.058
H 2.73 -1.91 -2.96 0.081
C 2.79 -3.66 1.94 -0.208
H -5.27 -2.96 3.19 0.006
H -1.11 2.28 -5.75 0.069
O -3.76 -3.89 2.17 -0.545
H 3.63 0.48 4.76 0.074
H 0.74 -0.16 -0.26 0.005
C 4.26 2.04 -1.45 -0.156
H 1.14 6.01 -1.22 0.064
O -4.65 0.46 -1.68 -0.119
H -1.48 2.18 -3.92 0.074
H -5.09 -2.52 1.42 0.012
C 0.54 5.57 -0.42 -0.186
H 3.36 1.75 -2.00 0.080
H -0.87 6.89 -0.64 0.074
H 0.11 4.72 -0.94 0.079
H 1.58 -5.16 1.82 0.083
H -4.04 2.41 -1.39 0.061
C -4.65 1.64 -0.92 -0.196
H -1.68 -4.36 -7.15 0.071
O 1.67 -4.28 1.45 -0.091
H 4.50 1.18 3.34 0.073
C -0.47 -2.34 5.32 -0.171
H -1.90 1.73 5.01 0.075
H -2.40 2.55 3.40 0.089
C -1.42 1.68 -4.89 -0.189
H 2.17 -2.40 -4.57 0.072
O 3.43 2.51 4.36 -0.150
H -4.23 1.47 0.08 0.076
H -0.94 3.01 4.33 0.070
H 2.83 -3.71 3.03 0.066
O -2.75 3.62 5.01 -0.145
H 2.87 -2.60 1.69 0.081
H -0.91 -2.52 -5.24 0.072
O 2.18 -3.82 -3.09 -0.101
H 3.80 3.05 3.65 0.059
H -0.58 -0.33 0.84 0.024
O -0.68 0.51 -4.71 -0.135
O -1.43 -3.32 -5.35 -0.081
C -1.95 2.62 4.39 -0.149
H -0.61 1.01 -0.30 0.006
O -0.36 -3.46 6.15 -0.129
H -1.36 -1.80 5.64 0.076
H 1.24 5.25 0.35 0.080
O -0.99 -0.82 -1.15 -0.449
H 3.74 -2.96 -4.04 0.068
H -3.97 -1.87 2.48 0.006
C -1.42 -3.40 -6.72 -0.218
C 2.74 -2.71 -3.70 -0.194
H -0.44 -3.07 -7.08 0.074
H 5.49 2.36 -2.89 0.062
H 4.20 3.11 -1.27 0.066
O 5.43 1.69 -2.20 -0.131
H 0.42 -1.73 5.45 0.061
C -4.59 -2.75 2.36 -0.465
H -0.11 -3.14 7.01 0.060

55
Properties=species:S:1:pos:R:3:mulliken_spin:R:1 method="wB97M-V/def2-TZVPD" total_charge=-1 homo_lumo_gap_ev="6.415 / 5.807" multiplicity=2 e_tot_ha=-2942.9095 relative_energy_kcal_mol=13.4
S 0.89 0.43 -2.08 0.013
C -0.35 -1.92 -2.79 -0.028
H -0.63 2.57 4.84 0.000
H -0.42 -0.14 4.68 0.000
H -3.63 3.04 -3.62 0.000
C 0.05 -1.09 -6.92 -0.001
H -1.08 4.66 -0.12 0.001
H 2.33 1.83 4.55 0.000
C 3.66 -2.37 3.81 -0.010
N -0.51 1.58 0.88 -0.030
H -2.28 4.00 -1.78 0.001
N -1.52 -4.35 -6.80 -0.005
H -0.25 4.13 1.36 0.000
C 2.13 -3.86 2.73 -0.007
N -0.21 1.78 2.19 0.010
S -0.95 -0.82 2.17 -0.006
C 0.21 1.87 4.93 -0.001
C 0.26 -0.71 -3.22 0.027
C -1.02 2.55 0.19 0.009
C -3.25 1.01 -3.00 0.016
H 4.41 -2.16 4.57 0.000
C -2.58 0.23 -2.07 -0.009
S 1.98 -0.27 0.82 0.070
H 1.45 2.96 3.53 0.000
C 3.28 -1.36 2.94 0.014
C -0.79 -2.84 -3.74 0.018
H 1.74 3.35 5.24 0.000
H -2.64 -0.85 -2.10 -0.007
C -3.13 2.39 -2.91 -0.009
C -1.72 2.09 -1.00 0.011
H 1.67 -4.83 2.64 0.000
C -0.35 0.66 2.85 -0.007
H -3.85 0.54 -3.76 0.001
H -2.01 4.11 1.29 0.003
C 2.32 -1.58 1.95 0.003
H 0.83 0.45 -4.93 0.000
Ru -0.21 -0.25 -0.04 0.730
H -1.24 -3.76 -3.40 0.003
C -2.38 2.93 -1.89 0.009
H 3.37 -4.41 4.40 0.001
H 0.27 1.56 5.98 0.000
C 1.75 -2.85 1.86 0.014
C 1.51 2.55 4.54 0.001
C 0.38 -0.48 -4.59 -0.008
H 1.02 -3.05 1.08 -0.007
N 0.14 -0.84 -8.04 0.007
H 3.73 -0.37 3.01 0.002
C -0.07 -1.40 -5.53 0.016
C -1.13 -3.57 -6.04 0.003
C -1.10 3.95 0.71 -0.004
C -0.66 -2.60 -5.10 -0.014
S -0.59 -2.27 -1.09 0.125
N -0.06 0.66 4.18 -0.002
C 3.08 -3.62 3.72 0.017
N -1.83 0.74 -1.10 0.030

19
Properties=species:S:1:pos:R:3:mulliken_spin:R:1 method="wB97M-V/def2-TZVPD" total_charge=+2 homo_lumo_gap_ev="10.411 / 7.265" multiplicity=6 e_tot_ha=-1871.9842 relative_energy_kcal_mol=0.0
C 0.57 2.16 -2.36 -0.001
Fe 2.25 1.21 -0.09 3.999
C 4.85 -0.03 -1.20 0.019
H 1.23 -1.04 -2.56 0.003
O 4.03 0.77 -1.16 0.010
O -0.18 1.08 -2.33 0.005
C 1.17 -1.96 -0.52 0.061
O 2.31 -0.35 0.90 0.713
H -0.42 0.39 -0.37 0.008
H 0.42 -1.11 1.33 0.048
H 0.38 -2.73 -0.49 0.002
C 0.09 0.16 -1.31 0.038
H 2.09 -2.45 -0.85 0.004
C 0.82 -0.92 -1.55 0.038
C 1.39 -1.39 0.89 0.004
H 1.76 -2.22 1.51 0.006
H 1.02 3.38 -3.71 0.000
O 0.25 2.92 -3.36 0.004
O 1.53 2.36 -1.62 0.039